The following is a DFT calculation (ωB97M-V with the def2-TZVPD basis set) of C34H46BHgIN9O5 as an isolated structure.

The geometry in XYZ format:
```
97
Properties=species:S:1:pos:R:3
Hg 0.82 0.92 -0.52
C 0.03 -3.73 -1.50
C -0.39 -3.05 -0.24
C -1.63 -2.96 0.33
C -1.45 -2.15 1.47
N -0.18 -1.79 1.59
N 0.46 -2.33 0.53
B 1.99 -2.17 0.35
N 2.46 -1.10 1.36
N 1.98 0.16 1.31
C 2.39 0.80 2.41
C 3.15 -0.08 3.18
C 3.17 -1.28 2.49
C 3.79 -2.58 2.87
C 2.04 2.24 2.70
C 0.53 2.47 2.60
C 2.79 3.15 1.73
C 2.47 2.57 4.14
N 2.30 -1.77 -1.11
N 1.49 -0.92 -1.79
C 1.85 -0.95 -3.07
C 2.93 -1.84 -3.22
C 3.18 -2.34 -1.96
C 4.20 -3.33 -1.53
C 1.18 -0.16 -4.17
C -0.08 0.56 -3.70
C 2.19 0.86 -4.72
C 0.79 -1.15 -5.28
C -2.47 -1.73 2.50
C -2.03 -0.43 3.18
C -3.82 -1.50 1.82
C -2.61 -2.84 3.55
H -0.81 -4.30 -1.90
H 0.34 -3.02 -2.26
H 0.86 -4.42 -1.32
H -2.55 -3.36 -0.07
H 2.59 -3.19 0.57
H 3.62 0.11 4.13
H 4.32 -2.46 3.81
H 3.03 -3.36 2.98
H 4.50 -2.92 2.11
H 0.15 2.39 1.58
H -0.02 1.75 3.21
H 0.29 3.48 2.94
H 2.58 2.90 0.70
H 2.51 4.20 1.90
H 3.87 3.06 1.87
H 1.96 1.94 4.86
H 3.55 2.46 4.27
H 2.22 3.61 4.36
H 3.46 -2.09 -4.12
H 4.83 -3.60 -2.39
H 4.85 -2.92 -0.75
H 3.74 -4.24 -1.14
H 0.15 1.41 -3.06
H -0.61 0.95 -4.57
H -0.75 -0.11 -3.17
H 2.54 1.52 -3.93
H 3.05 0.36 -5.16
H 1.71 1.46 -5.50
H 0.05 -1.87 -4.90
H 0.34 -0.61 -6.11
H 1.65 -1.70 -5.65
H -1.92 0.35 2.43
H -2.77 -0.12 3.91
H -1.07 -0.57 3.67
H -3.74 -0.71 1.08
H -4.19 -2.40 1.33
H -4.57 -1.20 2.56
H -1.65 -3.02 4.05
H -3.35 -2.57 4.31
H -2.93 -3.78 3.08
O -1.14 6.84 -1.46
C -0.73 5.52 -1.31
C 0.62 5.18 -1.65
C 1.01 3.88 -1.45
N 0.17 2.95 -0.99
C -1.16 3.24 -0.73
C -1.60 4.59 -0.87
C -2.05 2.15 -0.40
O -3.27 2.33 -0.24
O -1.52 0.93 -0.31
C 2.44 3.42 -1.81
O 3.20 4.29 -2.28
O 2.71 2.20 -1.60
H -0.38 7.33 -1.78
H 1.32 5.90 -2.04
H -2.63 4.83 -0.64
I -7.20 -0.99 -3.07
C -5.19 -0.97 -2.58
C -4.53 -0.05 -1.79
N -3.25 -0.44 -1.76
N -3.03 -1.55 -2.48
C -4.21 -1.88 -2.99
H -4.83 0.83 -1.25
H -2.48 0.04 -1.21
H -4.32 -2.75 -3.63
```

## Properties
E_HOMO (spin up / spin down) in eV: 0.61 / -3.12
2S+1: 2
Expectation value of S²: 0.76
Net charge: -2
Frontier orbital gap (spin up / spin down) in eV: 2.976 / 6.701
DFT total energy in eV: -72610.850